a:
The following is a quantum chemistry calculation of C4H13N2 in the gas phase, from the OMol25 dataset.

```
19
Properties=species:S:1:pos:R:3
C -0.886 1.109 -0.591
C -0.159 -0.002 -1.421
C -0.268 -1.345 -0.703
C 0.789 -1.295 0.534
N 0.461 -0.470 1.709
N 0.005 1.944 0.392
H -1.288 1.665 -1.383
H -1.682 0.806 0.044
H 0.801 0.209 -1.815
H -0.803 -0.135 -2.321
H -1.216 -1.599 -0.361
H 0.027 -2.048 -1.559
H 1.728 -0.875 0.012
H 1.157 -2.296 0.712
H -0.443 -0.677 1.966
H 1.105 -0.672 2.496
H -0.569 2.652 1.015
H 0.563 2.523 -0.107
H 0.678 0.504 1.379
```

2S+1 = 2
HOMO (spin up / spin down) = -2.91 / -10.36 eV
expectation value of S² = 0.750
LUMO (spin up / spin down) = 0.03327 / 0.02538 hartree

Listed below, in e, are the Löwdin charges computed for each atom: number 1, C, carries -0.2221; number 2, C, carries -0.2218; number 3, C, carries -0.1935; number 4, C, carries -0.2895; number 5, N, carries 0.0511; number 6, N, carries -0.0376; number 7, H, carries 0.0710; number 8, H, carries 0.0747; number 9, H, carries 0.0955; number 10, H, carries 0.1120; number 11, H, carries 0.0615; number 12, H, carries 0.1295; number 13, H, carries 0.1170; number 14, H, carries 0.0677; number 15, H, carries -0.0124; number 16, H, carries 0.0161; number 17, H, carries 0.1194; number 18, H, carries -0.0002; number 19, H, carries 0.0617

=====

b:
The following is a quantum chemistry calculation of 2 unconnected molecules or ions with the total composition C4H13N2, from the OMol25 dataset.

```
19
Properties=species:S:1:pos:R:3
C -0.938 -1.741 -0.311
C 0.479 -1.720 0.303
C 2.084 -0.281 -0.543
N 1.074 -0.376 0.264
H -1.229 -2.815 -0.375
H -1.707 -1.141 0.264
H -0.937 -1.370 -1.387
H 1.126 -2.447 -0.242
H 0.475 -1.977 1.400
H 2.508 -1.168 -1.033
H 2.517 0.719 -0.674
C -1.641 2.051 -0.304
N -0.527 1.671 0.621
H -2.154 2.981 0.072
H -1.195 2.353 -1.288
H -2.301 1.205 -0.368
H -0.900 1.676 1.564
H 0.216 2.375 0.685
H -0.148 0.690 0.306
```

2S+1 = 2
HOMO (spin up / spin down) = -3.25 / -8.18 eV
expectation value of S² = 0.753
LUMO (spin up / spin down) = 0.00694 / 0.00503 hartree

Listed below, in e, are the Löwdin charges computed for each atom: number 1, C, carries -0.1415; number 2, C, carries -0.3515; number 3, C, carries -0.2543; number 4, N, carries -0.2677; number 5, H, carries 0.0602; number 6, H, carries 0.0546; number 7, H, carries 0.0796; number 8, H, carries 0.0895; number 9, H, carries 0.0990; number 10, H, carries 0.0075; number 11, H, carries -0.0046; number 12, C, carries -0.0594; number 13, N, carries 0.0720; number 14, H, carries 0.0964; number 15, H, carries 0.1059; number 16, H, carries 0.0679; number 17, H, carries 0.1357; number 18, H, carries 0.1474; number 19, H, carries 0.0633

=====

The most stable arrangement is b, and the next structure is 0.469 eV less stable.

=====

a:
The following is a quantum chemistry calculation of C8H10Cl2Si in the gas phase, from the OMol25 dataset.

```
21
Properties=species:S:1:pos:R:3
C -2.317 0.464 1.162
Si -1.348 -0.861 0.298
C -1.435 -0.953 -1.651
Cl -2.073 -2.445 1.355
C 0.864 -0.512 0.384
C 1.332 0.787 0.522
C 2.636 1.159 0.761
C 3.586 0.164 0.557
C 3.183 -1.161 0.227
C 1.840 -1.493 0.186
Cl 1.373 -3.027 -0.352
H -1.989 1.469 0.811
H -3.343 0.534 0.813
H -2.522 0.571 2.256
H -0.718 -1.628 -1.959
H -2.445 -1.313 -1.824
H -1.471 0.024 -2.091
H 0.641 1.607 0.471
H 2.833 2.212 0.610
H 4.624 0.253 0.923
H 3.849 -1.981 0.045
```

HOMO = -9.06 eV
LUMO = 0.02532 hartree

Listed below, in e, are the Löwdin charges computed for each atom: number 1, C, carries -0.2710; number 2, Si, carries 0.2743; number 3, C, carries -0.1754; number 4, Cl, carries 0.3285; number 5, C, carries -0.2085; number 6, C, carries -0.1466; number 7, C, carries -0.0994; number 8, C, carries -0.0780; number 9, C, carries -0.1093; number 10, C, carries -0.7402; number 11, Cl, carries 0.7115; number 12, H, carries 0.0303; number 13, H, carries 0.0223; number 14, H, carries 0.0512; number 15, H, carries -0.0258; number 16, H, carries 0.0201; number 17, H, carries 0.0261; number 18, H, carries 0.0863; number 19, H, carries 0.1045; number 20, H, carries 0.1085; number 21, H, carries 0.0905

=====

b:
The following is a quantum chemistry calculation of a molecular structure, C8H10Cl2Si, from the OMol25 dataset.

```
21
Properties=species:S:1:pos:R:3
C 0.629 0.424 1.541
C 0.088 -0.359 0.615
C 1.895 0.573 0.790
C 1.342 -0.571 -0.287
C 2.617 -0.683 0.535
C 2.003 1.615 -0.448
C 1.469 0.420 -1.420
C -3.387 -0.069 -0.190
Si -2.835 -1.767 0.348
Cl -3.196 1.062 1.091
Cl -5.185 0.022 -0.538
H 0.114 1.043 2.226
H 3.552 -0.730 0.151
H 2.354 -1.469 1.248
H 1.320 2.449 -0.318
H 3.023 1.839 -0.842
H 2.200 0.060 -2.149
H 0.539 0.670 -1.855
H -2.752 0.175 -1.048
H -3.511 -2.373 1.380
H -2.279 -2.332 -0.830
```

HOMO (spin up / spin down) = -7.42 / -6.93 eV
LUMO (spin up / spin down) = -0.01416 / -0.01645 hartree

Listed below, in e, are the Löwdin charges computed for each atom: number 1, C, carries -0.0838; number 2, C, carries 0.0239; number 3, C, carries -0.2442; number 4, C, carries -0.2360; number 5, C, carries -0.0249; number 6, C, carries -0.0333; number 7, C, carries -0.1229; number 8, C, carries -1.3654; number 9, Si, carries 0.6878; number 10, Cl, carries 0.5064; number 11, Cl, carries 0.4250; number 12, H, carries 0.0774; number 13, H, carries 0.0807; number 14, H, carries 0.1243; number 15, H, carries 0.0971; number 16, H, carries 0.1061; number 17, H, carries 0.1041; number 18, H, carries 0.0831; number 19, H, carries 0.0162; number 20, H, carries -0.1208; number 21, H, carries -0.1008

=====

The most stable arrangement is a, and the next structure is 9.713 eV less stable.

=====

a:
The following is a quantum chemistry calculation of C6H8S2 in the gas phase, from the OMol25 dataset.

```
16
Properties=species:S:1:pos:R:3
C 1.243 -1.131 2.342
C 0.336 -0.509 1.193
C 0.820 0.571 0.464
C 0.147 0.973 -0.732
S 1.172 1.982 -1.560
C -1.016 0.157 -1.389
C -2.041 -0.450 -0.370
S -0.933 -1.628 0.751
H 1.463 -2.160 1.989
H 0.832 -1.038 3.399
H 2.319 -0.607 2.437
H 1.743 1.229 0.704
H -0.347 -0.631 -1.934
H -1.530 0.890 -1.961
H -2.701 -1.255 -0.897
H -2.542 0.249 0.161
```

HOMO = -8.13 eV
LUMO = -0.02036 hartree

Listed below, in e, are the Löwdin charges computed for each atom: number 1, C, carries -0.1346; number 2, C, carries -0.5880; number 3, C, carries -0.2566; number 4, C, carries -0.7561; number 5, S, carries 0.6788; number 6, C, carries -0.2441; number 7, C, carries -0.3260; number 8, S, carries 0.9013; number 9, H, carries 0.0565; number 10, H, carries 0.0824; number 11, H, carries 0.1125; number 12, H, carries 0.1062; number 13, H, carries 0.1550; number 14, H, carries 0.0811; number 15, H, carries 0.1032; number 16, H, carries 0.0283

=====

b:
The following is a quantum chemistry calculation of 2 unconnected molecules or ions with the total composition C6H8S2, from the OMol25 dataset.

```
16
Properties=species:S:1:pos:R:3
C 0.459 1.220 -0.295
C -0.678 0.592 0.616
C -1.702 -0.468 -0.023
C -0.880 -1.595 -0.167
C 0.550 -1.333 0.015
C 0.590 0.012 0.699
H -0.574 1.531 -2.085
H 0.808 2.257 -0.180
H -1.242 1.250 1.150
H -2.706 -0.349 -0.090
H -1.428 -2.549 -0.276
H 0.876 -2.166 0.758
H 1.099 -1.328 -0.898
H 2.548 1.653 0.773
S 0.469 0.844 -1.949
S 1.811 0.429 1.949
```

HOMO = -8.67 eV
LUMO = -0.01583 hartree

Listed below, in e, are the Löwdin charges computed for each atom: number 1, C, carries -0.6634; number 2, C, carries -0.2470; number 3, C, carries 0.0308; number 4, C, carries -0.1036; number 5, C, carries -0.2253; number 6, C, carries -0.8555; number 7, H, carries -0.1518; number 8, H, carries 0.0756; number 9, H, carries 0.1020; number 10, H, carries 0.0546; number 11, H, carries 0.1098; number 12, H, carries 0.1518; number 13, H, carries 0.0739; number 14, H, carries 0.1152; number 15, S, carries 0.8345; number 16, S, carries 0.6983

=====

c:
The following is a quantum chemistry calculation of C6H8S2 in the gas phase, from the OMol25 dataset.

```
16
Properties=species:S:1:pos:R:3
C 0.419 2.908 0.096
C 0.484 1.705 -0.032
C 0.562 0.256 -0.158
S 2.076 -0.246 -1.062
C 0.321 -0.567 1.138
C -0.515 -1.574 0.313
C -0.629 -0.520 -0.812
S -2.167 0.464 -0.771
H 0.338 3.965 0.199
H 2.972 0.324 -0.184
H 1.200 -0.945 1.654
H -0.280 0.015 1.834
H 0.096 -2.434 -0.028
H -1.447 -1.915 0.735
H -0.463 -0.881 -1.821
H -2.968 -0.556 -1.102
```

HOMO = -9.14 eV
LUMO = 0.02791 hartree

Listed below, in e, are the Löwdin charges computed for each atom: number 1, C, carries 0.1365; number 2, C, carries -0.1939; number 3, C, carries -0.8125; number 4, S, carries 0.7917; number 5, C, carries -0.1614; number 6, C, carries -0.1900; number 7, C, carries -0.6432; number 8, S, carries 0.7642; number 9, H, carries 0.0319; number 10, H, carries -0.0935; number 11, H, carries 0.1033; number 12, H, carries 0.1141; number 13, H, carries 0.1141; number 14, H, carries 0.0930; number 15, H, carries 0.0828; number 16, H, carries -0.1371

=====

The most stable arrangement is a, and the next structure is 0.328 eV less stable.